1.
A structure of composition CH9N4O in a non-equilibrium geometry. Source: the OMol25 dataset; level of theory: the ωB97M-V functional and the def2-TZVPD basis.

Cartesian coordinates (Å):
C -3.02481 0.23619 -0.14450
N -3.63206 -0.92518 -0.24148
N 0.04252 0.74862 0.29652
N -0.68914 -0.51784 0.37516
N 2.50637 0.18518 -0.41960
O -3.00045 1.38474 -0.04074
H -4.45691 -1.28661 0.11923
H -3.13051 -1.69586 -0.68293
H -0.24139 1.51814 -0.33916
H 0.12098 0.98503 1.28217
H -1.28081 -0.57525 1.18233
H 2.80622 -0.76572 -0.37480
H 2.54149 0.41614 -1.41261
H 3.06735 0.90471 0.00875
H 1.29744 0.46477 -0.17229

* net charge: +1
* multiplicity: 1

=====

2.
A cluster of 2 separate species, CH9N5 in total in a non-equilibrium geometry. Source: the OMol25 dataset; level of theory: the ωB97M-V functional and the def2-TZVPD basis.

Cartesian coordinates (Å):
C 1.17267 1.18767 0.40023
N 1.43265 -0.00316 -0.41504
N 0.37324 -0.03617 0.51550
N -3.36603 -0.41398 -0.36618
N 2.55548 -0.80386 -0.22477
N -2.24182 0.06420 -0.02065
H 1.83270 1.51438 1.15377
H 0.79419 2.09032 -0.08872
H 1.30699 0.10661 -1.41785
H 0.54960 -0.73120 1.32575
H -3.37009 -1.28386 -0.87961
H -4.20066 -0.09284 0.04619
H 2.92018 -1.34297 -1.07888
H 2.65625 -1.25166 0.65335
H -2.41534 0.99652 0.39689

* net charge: +2
* multiplicity: 1

=====

3.
A cluster of 3 separate species, CH9N6 in total in a non-equilibrium geometry. Source: the OMol25 dataset; level of theory: the ωB97M-V functional and the def2-TZVPD basis.

Cartesian coordinates (Å):
C 1.83830 0.43113 0.27564
N -1.38517 -0.16026 0.20586
N -2.17130 0.77324 -0.06854
N 1.74711 1.70971 0.13547
N -3.39184 0.70346 0.28350
N 1.05171 -0.46446 -0.15893
N 1.30594 -1.82286 -0.25333
H 3.38461 -0.60153 0.93431
H 1.05014 2.10368 -0.53803
H 2.44391 2.33425 0.29758
H -3.68364 -0.08321 0.82684
H -4.00427 1.33485 -0.02897
H -0.05195 -0.42989 -0.19396
H -1.80332 -0.85914 0.80094
H 0.44826 -2.25986 0.13568
H 2.12291 -1.91109 0.27365

* net charge: +1
* multiplicity: 1

=====

4.
A cluster of 2 separate species, CH9N6 in total in a non-equilibrium geometry. Source: the OMol25 dataset; level of theory: the ωB97M-V functional and the def2-TZVPD basis.

Cartesian coordinates (Å):
C -2.70430 -0.09042 -0.29833
N -3.22268 -0.97409 0.26294
N -2.14009 1.00569 -0.37633
N 1.39331 -1.64919 -0.01458
N 1.07256 1.39596 0.57971
N 0.36161 -0.87297 -0.14383
N 0.44420 0.67934 -0.45181
H -3.53322 -1.85284 0.10014
H -2.45581 1.94662 -0.41023
H -0.07011 -0.89136 0.74900
H 1.59547 -2.08751 -0.88271
H 2.10597 -1.47462 0.71226
H 0.97313 0.97364 1.50130
H 2.07732 1.41559 0.45459
H 0.99484 0.76332 -1.27849
H -1.00425 0.82356 -0.28815

* net charge: +1
* multiplicity: 1

=====

Computed relative energy (zero: lowest compared OMol25 entry of this formula, charge and spin), in the same sequence as the records: 3.390, 7.496, 5.972, 3.971 eV.
Computed electronic energy, in the same sequence as the records: -337.38494, -316.41608, -371.55105, -371.62460 Ha.